Run a
# C2H3Br2NO

A structure of composition C2H3Br2NO (ωB97M-V/def2-TZVPD, the Open Molecules 2025 dataset).

Geometry as XYZ:
```
9
Properties=species:S:1:pos:R:3:mulliken_charge:R:1
C -0.61 1.02 0.06 0.57
C -1.38 -0.15 -0.12 -0.81
N 2.08 -0.23 0.61 -0.28
O -0.37 2.13 0.26 -0.27
Br 3.49 0.50 -0.32 -0.02
Br 1.51 -1.86 -0.03 -0.04
H -2.36 0.08 -0.56 0.33
H -1.51 -0.62 0.85 0.31
H -0.84 -0.88 -0.74 0.21
```



Run b
# C2H3Br2NO

A structure of composition C2H3Br2NO (ωB97M-V/def2-TZVPD, the Open Molecules 2025 dataset).

Geometry as XYZ:
```
9
Properties=species:S:1:pos:R:3:mulliken_charge:R:1
C 0.53 -1.10 0.97 -0.26
C -0.05 0.08 -1.30 -0.49
N 1.46 -0.68 1.53 0.47
O 2.40 -0.06 1.92 -0.59
Br -1.46 -1.21 -1.50 -0.09
Br 0.24 0.99 -2.96 -0.08
H -0.20 -1.72 0.61 0.38
H -0.31 0.91 -0.55 0.36
H 0.90 -0.59 -1.08 0.30
```



What should be chosen as the least stable of them? Choose run a.



Run a
# C2H6N2O4

A cluster of 3 separate species, C2H6N2O4 in total (ωB97M-V/def2-TZVPD, the Open Molecules 2025 dataset).

Geometry as XYZ:
```
14
Properties=species:S:1:pos:R:3:mulliken_charge:R:1
C 0.56 0.99 -0.14 0.65
N -1.24 -0.73 1.75 -0.41
N 1.52 0.35 0.53 -0.41
O -1.17 0.33 0.79 -0.35
O 0.41 2.09 -0.54 -0.53
H -0.36 -1.24 1.66 0.25
H -1.25 -0.24 2.64 0.27
H 1.56 -0.66 0.31 0.28
H 2.37 0.86 0.68 0.24
C -0.07 -0.55 -1.35 0.25
O -0.50 -0.25 -2.59 -0.48
O 0.48 -1.60 -1.07 -0.60
H -0.83 0.67 -2.55 0.36
H -1.46 -0.02 -0.13 0.47
```



Run b
# C2H6N2O4

A structure of composition C2H6N2O4 (ωB97M-V/def2-TZVPD, the Open Molecules 2025 dataset).

Geometry as XYZ:
```
14
Properties=species:S:1:pos:R:3:mulliken_charge:R:1
C -0.75 -1.39 0.54 -0.76
N -0.27 -0.02 0.66 -0.17
N -1.45 1.10 0.53 0.19
O -2.47 0.67 0.17 -0.24
H 0.21 0.16 1.53 0.33
H -1.65 -1.56 1.13 0.29
H 0.03 -2.08 0.88 0.30
H -0.95 -1.59 -0.51 0.31
C 0.74 0.57 -0.81 0.82
O 1.52 1.55 -0.17 -0.55
O 1.58 -0.49 -1.11 -0.50
O -0.13 0.93 -1.63 -0.67
H 2.44 -0.26 -0.74 0.32
H 1.14 2.39 -0.47 0.33
```



Run c
# C2H6N2O4

An isolated molecule of C2H6N2O4 (ωB97M-V/def2-TZVPD, the Open Molecules 2025 dataset).

Calculated values
- SMILES string: [NH3+]/C([O-])=N/C(O)(O)O

Geometry as XYZ:
```
14
Properties=species:S:1:pos:R:3:mulliken_charge:R:1
N 0.94 0.75 -2.05 -0.41
C 0.14 0.99 -0.67 0.34
O -0.29 2.06 -0.34 -0.60
N 0.26 -0.24 -0.24 -0.41
C -0.41 -0.72 0.95 0.66
O 0.22 -1.85 1.45 -0.55
O -1.70 -1.07 0.57 -0.55
O -0.40 0.24 1.97 -0.56
H 0.97 -0.35 -1.50 0.54
H 1.77 1.33 -2.15 0.27
H 0.34 0.86 -2.87 0.28
H 1.00 -1.56 1.94 0.32
H -2.10 -1.52 1.33 0.34
H -0.73 1.08 1.61 0.35
```



What should be chosen as the least stable of them? Choose run a.



Run a
# C6H7N3

A cluster of 2 separate species, C6H7N3 in total (ωB97M-V/def2-TZVPD, the Open Molecules 2025 dataset).

Geometry as XYZ:
```
16
Properties=species:S:1:pos:R:3:mulliken_charge:R:1
C 0.82 -1.39 1.07 -0.55
C -0.40 -0.87 0.83 -0.39
C 1.82 -0.65 0.42 -0.37
C -0.27 0.20 -0.08 0.38
C -3.66 -0.27 -0.19 0.16
C 2.10 1.33 -0.98 -0.47
N -1.11 1.03 -0.35 -0.53
N -3.81 -0.58 0.88 -0.40
N 1.40 0.38 -0.27 -0.01
H 1.09 -2.34 1.49 0.39
H -1.32 -1.30 1.06 0.42
H 2.77 -0.95 0.71 0.41
H -3.29 0.14 -1.22 0.23
H -0.99 1.96 -0.70 0.20
H 1.70 1.99 -1.76 0.23
H 3.15 1.33 -0.92 0.29
```



Run b
# C6H7N3

An isolated molecule of C6H7N3 (ωB97M-V/def2-TZVPD, the Open Molecules 2025 dataset).

Calculated values
- SMILES string: C=N/C=C\C(C)=N\C#N

Geometry as XYZ:
```
16
Properties=species:S:1:pos:R:3:mulliken_charge:R:1
C -1.99 -1.30 -1.03 -0.17
N -1.54 -0.36 -1.71 -0.33
C -0.95 0.83 -1.47 -0.20
C 0.20 1.07 -0.80 -0.79
C 0.72 0.31 0.30 0.99
C 1.89 0.78 1.03 -1.17
N 0.18 -0.83 0.52 -0.48
C 0.34 -1.52 1.59 0.40
N -0.01 -2.07 2.53 -0.52
H -2.39 -1.12 -0.06 0.28
H -2.25 -2.28 -1.56 0.24
H -1.35 1.65 -1.95 0.40
H 0.62 1.99 -0.93 0.38
H 2.34 0.03 1.72 0.36
H 1.48 1.66 1.54 0.31
H 2.70 1.15 0.28 0.29
```



What should be chosen as the least stable of them? Choose run a.